1.
The following is a DFT calculation (wB97M-V/def2-TZVPD) of a cluster of 4 separate species, C4H17NO3S2 in total.

Values from the calculation:
Structure (SMILES): CCNCCSS.O.O.O

Structure (XYZ):
```
27
C4H17NO3S2 wB97M-V/def2-TZVPD
S -1.674 1.382 2.692
S -0.915 1.344 0.695
C -1.509 -0.308 0.016
C -0.252 -1.041 -0.332
N 0.177 -1.018 -1.782
C -0.730 -1.910 -2.462
C -1.792 -1.088 -3.269
H -1.102 0.336 3.263
H -2.211 -0.267 -0.987
H -2.066 -1.012 0.838
H -0.409 -2.091 -0.215
H 0.618 -0.555 0.207
H 0.169 -0.198 -2.203
H -0.146 -2.289 -3.357
H -0.973 -2.864 -1.916
H -2.792 -1.251 -3.211
H -1.800 -1.505 -4.303
H -1.705 -0.050 -3.340
H 3.348 -0.647 -0.619
H 4.631 -1.151 -0.087
O 3.777 -0.697 0.217
H 1.142 2.249 -1.164
H 2.640 2.056 -0.308
O 2.200 2.102 -1.228
H 2.675 -1.203 1.710
H 1.108 -0.950 1.546
O 1.867 -1.284 2.099
```

2.
The following is a DFT calculation (wB97M-V/def2-TZVPD) of a structure of composition C12H25B11Br6FNOPdSSi.

Values from the calculation:
Total charge: +2

Structure (XYZ):
```
60
C12H25B11Br6FNOPdSSi wB97M-V/def2-TZVPD
Pd -0.669 0.857 -0.792
Br -1.843 -1.774 0.264
B -0.432 -2.058 1.616
B -0.861 -2.609 3.232
C 0.299 -1.897 4.245
B -0.304 -0.946 2.988
B 1.395 -0.856 3.484
B 1.889 -2.462 4.042
B 0.494 -3.547 3.884
B 0.066 -3.683 2.159
Br -0.702 -5.280 1.387
B 1.794 -3.596 2.681
Br 2.994 -5.090 2.497
B 2.352 -1.903 2.424
Br 4.164 -1.434 1.916
B 0.977 -1.009 1.782
Br 1.379 0.488 0.498
B 1.228 -2.680 1.258
Br 1.893 -3.159 -0.511
H -1.960 -2.818 3.601
H -0.010 -1.635 5.245
H -1.028 -0.041 3.201
H 1.802 0.117 4.013
H 2.624 -2.557 4.955
H 0.287 -4.369 4.699
C -0.249 3.322 -4.542
Si -0.422 2.667 -2.832
C -2.188 2.119 -2.403
C 0.396 3.764 -1.590
N 0.251 0.938 -2.575
C 0.869 0.109 -3.326
C 1.722 0.522 -4.448
C 2.468 -0.390 -5.091
C 2.374 -1.783 -4.742
C 1.520 -2.274 -3.773
C 0.764 -1.359 -3.087
F -0.197 -1.722 -2.323
H -0.784 4.276 -4.568
H -0.680 2.684 -5.314
H 0.789 3.545 -4.794
H -2.778 2.939 -1.994
H -2.320 1.254 -1.693
H -2.667 1.723 -3.301
H 0.079 4.794 -1.777
H 1.482 3.739 -1.711
H 0.170 3.523 -0.551
H 1.804 1.576 -4.669
H 3.151 -0.093 -5.875
H 2.981 -2.490 -5.296
H 1.406 -3.331 -3.572
C -1.814 3.174 2.714
S -2.442 2.524 1.183
C -3.994 1.850 1.730
O -1.574 1.256 0.969
H -1.865 2.401 3.478
H -2.416 4.041 2.983
H -0.783 3.477 2.539
H -4.613 2.672 2.090
H -3.798 1.123 2.517
H -4.472 1.371 0.877
```

Energy relative to the best compared isomer or geometry (same formula, charge and spin) values, unit kcal/mol, following the record order: 59.4, 0.0.
DFT total energy values, unit eV, following the record order: -33723.318, -468985.467.